{"formula": "C4H14BaIN3S", "method": "ωB97M-V/def2-TZVPD", "elements": ["C", "C", "H", "H", "H", "H", "H", "H", "Ba", "C", "H", "H", "H", "I", "N", "N", "C", "N", "S", "H", "H", "H", "H", "H"], "positions_angstrom": [[0.83657, -2.88649, -1.57319], [0.90415, 2.10453, -1.87313], [1.69711, -3.23020, -0.96834], [1.08911, -3.05693, -2.64063], [-0.02101, -3.53147, -1.33528], [1.75404, 2.78199, -1.70904], [1.01007, 1.72726, -2.91834], [-0.00800, 2.71620, -1.83693], [0.84906, -0.41475, -1.63548], [-2.41239, 0.90924, -0.92982], [-1.47858, 1.38171, -1.25639], [-2.55915, 1.05716, 0.14343], [-3.26723, 1.30795, -1.48663], [-2.46118, -1.21871, -1.35316], [0.30102, -1.34806, 0.96589], [0.26178, -0.55354, 2.15690], [0.58350, 0.76492, 2.06267], [0.59037, 1.38409, 3.27836], [0.98926, 1.59908, 0.65520], [0.75139, -2.24043, 1.19373], [-0.66791, -1.58911, 0.71109], [0.51036, -1.03206, 3.02694], [0.67730, 2.39204, 3.27452], [0.07034, 0.97555, 4.04764]], "total_charge": 0, "homo_energy_ha": -0.1940, "orbital_gap_ev": 5.25}

=====

{"formula": "C4H9NO2", "method": "ωB97M-V/def2-TZVPD", "elements": ["C", "C", "N", "O", "H", "H", "H", "H", "H", "C", "C", "O", "H", "H", "H", "H"], "positions_angstrom": [[1.51154, -0.71655, -1.20145], [0.09856, -0.58980, -0.68636], [-0.88974, -0.75695, -1.61201], [-0.16902, -1.00030, 0.52973], [-1.83960, -0.80767, -1.27837], [-0.72821, -0.56874, -2.58834], [2.19629, -0.25313, -0.49180], [1.62700, -0.27092, -2.19128], [1.75825, -1.77970, -1.26208], [-1.08146, 1.02224, 1.85546], [0.22761, 0.65302, 1.19838], [1.32722, 0.79776, 1.68693], [0.12160, 0.95165, -0.05631], [-1.16981, 0.42908, 2.76750], [-1.92859, 0.81217, 1.20397], [-1.06165, 2.07784, 2.12603]], "total_charge": 0, "homo_energy_ha": -0.3208, "orbital_gap_ev": 9.36}

=====

{"formula": "C3H7FN3", "method": "ωB97M-V/def2-TZVPD", "elements": ["C", "C", "C", "N", "N", "N", "F", "H", "H", "H", "H", "H", "H", "H"], "positions_angstrom": [[-0.94731, -0.15693, -0.55595], [1.73527, 0.66744, 0.79911], [-0.11247, -0.69373, -1.58503], [1.24554, 1.89810, 0.24451], [0.37519, 0.92968, 0.80193], [-1.99384, 0.01474, -0.12346], [2.15261, -0.15653, -0.21939], [2.43324, 0.64917, 1.69335], [0.26476, 0.04890, -2.19769], [0.77635, -1.10495, -1.05730], [-0.70090, -1.43105, -2.18651], [1.31936, 2.86124, 0.72905], [-2.29904, 0.56627, 0.74252], [1.18084, 2.08077, -0.68805]], "total_charge": 1, "homo_energy_ha": -0.5174, "orbital_gap_ev": 10.21}

=====

{"formula": "C43H38FMoN7O3S3", "method": "ωB97M-V/def2-TZVPD", "elements": ["Mo", "N", "C", "S", "N", "N", "C", "C", "C", "C", "C", "C", "C", "C", "C", "C", "C", "C", "N", "H", "H", "H", "H", "H", "H", "H", "H", "H", "H", "H", "C", "C", "C", "C", "C", "C", "C", "F", "C", "C", "C", "O", "C", "C", "N", "C", "C", "O", "O", "H", "H", "H", "H", "H", "H", "H", "H", "H", "H", "H", "S", "C", "N", "C", "C", "C", "C", "C", "C", "S", "H", "H", "H", "H", "C", "N", "C", "C", "C", "C", "C", "C", "C", "C", "H", "H", "H", "H", "H", "H", "H", "H", "H", "H", "H", "H"], "positions_angstrom": [[1.18551, 0.59462, 0.32500], [1.17509, 4.81814, 1.53518], [0.95823, 3.49385, 1.42688], [2.33260, 2.43068, 1.41154], [-0.28982, 3.09312, 1.42753], [-0.35986, 1.74489, 1.28515], [-1.43241, 1.11857, 1.63930], [-2.65730, 1.79982, 2.10888], [-3.27240, 2.73793, 1.28320], [-4.43239, 3.36583, 1.70792], [-4.96633, 3.08106, 2.95764], [-4.33968, 2.16537, 3.79065], [-3.18801, 1.52091, 3.36505], [-1.32740, -0.35091, 1.63256], [-2.39443, -1.20140, 1.88819], [-2.16634, -2.56833, 1.91361], [-0.88961, -3.05901, 1.69483], [0.12701, -2.15879, 1.42312], [-0.09649, -0.84877, 1.38568], [2.10721, 5.16792, 1.65540], [0.38994, 5.41626, 1.72897], [-2.82275, 2.97072, 0.32562], [-4.91622, 4.08779, 1.06296], [-5.86863, 3.58130, 3.28555], [-4.74350, 1.95457, 4.77244], [-2.68879, 0.81291, 4.01686], [-3.38097, -0.79686, 2.05800], [-2.98760, -3.24550, 2.10963], [-0.67349, -4.11735, 1.72460], [1.14875, -2.46448, 1.23110], [-0.68454, -3.08561, -6.26551], [-0.93743, -3.83094, -4.96216], [-2.29235, -4.52377, -4.90309], [-3.41840, -3.50128, -4.94242], [-3.21402, -2.44377, -3.89159], [-4.27134, -1.70811, -3.40580], [-4.06708, -0.72294, -2.44299], [-5.13998, -0.03278, -2.01811], [-2.83349, -0.44925, -1.92840], [-1.74651, -1.20495, -2.38967], [-0.42420, -0.94666, -1.83149], [-0.32910, -0.05456, -0.95923], [0.64153, -1.73120, -2.32782], [0.38450, -2.65580, -3.30248], [-0.82165, -2.89972, -3.82181], [-1.92873, -2.18424, -3.37339], [2.05943, -1.57659, -1.84594], [2.94034, -2.27703, -2.31110], [2.21934, -0.68875, -0.92617], [-0.79624, -3.76249, -7.11344], [0.32509, -2.67517, -6.28500], [-1.38120, -2.25609, -6.39154], [-0.15356, -4.57395, -4.81136], [-2.35043, -5.10927, -3.98244], [-2.37114, -5.21984, -5.73850], [-4.38461, -3.98387, -4.79276], [-3.46047, -3.03175, -5.92923], [-5.27597, -1.88346, -3.77034], [-2.66584, 0.34007, -1.20752], [1.21384, -3.23372, -3.69449], [-1.13282, 2.71183, -1.79696], [0.52736, 2.62760, -2.05711], [1.48974, 1.97775, -1.39379], [2.76523, 2.22624, -1.91405], [3.97173, 1.73016, -1.42292], [5.15193, 2.07582, -2.05585], [5.15648, 2.91161, -3.17096], [3.96813, 3.42060, -3.66235], [2.78300, 3.07626, -3.02613], [1.16378, 3.56837, -3.39598], [3.99704, 1.08020, -0.56461], [6.08634, 1.68413, -1.67483], [6.09181, 3.16721, -3.65171], [3.95874, 4.07727, -4.52293], [2.07028, 1.75556, 5.21990], [1.24468, 0.56008, 5.17270], [-0.04287, 0.81589, 5.78649], [1.06053, 0.11197, 3.79937], [2.32419, -0.42172, 3.15838], [3.20467, -1.11260, 3.98735], [4.38411, -1.65507, 3.50294], [4.68357, -1.50888, 2.16179], [3.79854, -0.84609, 1.31953], [2.60237, -0.28810, 1.78184], [2.25639, 2.03160, 6.25873], [1.59027, 2.60837, 4.71003], [3.02714, 1.56959, 4.73269], [0.09459, 1.15171, 6.81491], [-0.63814, -0.09971, 5.80413], [-0.61769, 1.59276, 5.24998], [0.64922, 0.92853, 3.19098], [0.30538, -0.68332, 3.82023], [2.95151, -1.19918, 5.03681], [5.05605, -2.18298, 4.16838], [5.60137, -1.91455, 1.75309], [4.04961, -0.78627, 0.27269]], "total_charge": 0, "spin_multiplicity": 3, "s2": 2.0318, "homo_energy_ha": [-0.2500, -0.2507], "orbital_gap_ev": [6.27, 5.66]}

=====

ΔE to the lowest compared entry with this formula, charge and spin / kcal/mol: 101.3; 70.6; 104.0; 2.9